This record from the Open Molecules 2025 dataset describes 9 unconnected molecules or ions with the total composition C36H99N9O9. The level of theory is wB97M-V/def2-TZVPD.

```
153
Properties=species:S:1:pos:R:3:forces:R:3:lowdin_charge:R:1
C -3.072120 -3.044322 6.081179 0.1 -0.4 -0.4 -0.139
O -2.084289 -2.560166 6.939616 0.9 -1.0 1.6 -0.197
C -1.554409 -3.606524 7.832050 0.0 2.4 1.4 -0.131
C -0.717579 -2.863251 8.982822 -1.2 -0.9 -0.8 -0.475
C 0.415909 -2.099746 8.456659 0.2 1.3 -1.0 -0.082
N -0.134857 -3.875449 9.811037 -0.5 -2.3 0.6 0.007
H -3.972099 -3.405692 6.578737 0.0 -0.1 0.4 0.081
H -2.619374 -3.870472 5.532897 -0.4 -0.2 -0.5 0.085
H -3.408633 -2.252500 5.411955 0.4 0.0 0.0 0.088
H -2.368976 -4.086420 8.374547 -0.4 -0.2 -0.3 0.110
H -0.947678 -4.388350 7.375200 0.1 0.3 -0.5 0.122
H -1.406051 -2.349657 9.653879 -0.3 1.0 -0.8 0.135
H 1.068628 -2.829969 7.978294 0.4 0.2 0.2 0.090
H 0.869722 -1.560087 9.287877 0.5 -0.1 -0.2 0.083
H 0.122449 -1.382017 7.690593 0.0 0.1 0.1 0.079
H -0.952938 -4.341514 10.176571 0.1 -0.8 0.4 0.067
H 0.327904 -3.562383 10.652431 0.2 0.6 -0.2 0.077
C -8.399613 4.245127 -2.994676 2.4 2.0 1.3 -0.068
O -7.852240 4.424315 -1.653650 -0.4 -1.3 0.5 -0.245
C -6.494317 3.944302 -1.361747 -0.8 1.7 -0.3 -0.169
C -6.400817 3.410992 0.078105 0.9 0.6 -0.7 -0.470
C -7.225312 2.174729 0.232611 0.2 -0.6 0.0 -0.066
N -6.676591 4.458380 1.041432 -0.5 0.4 -0.4 0.043
H -7.859640 5.040019 -3.509149 0.7 -0.6 -1.2 0.075
H -9.358879 4.757453 -3.068325 -0.7 -1.4 0.6 0.086
H -8.151071 3.236325 -3.324291 -0.8 0.2 -0.5 0.089
H -6.039684 3.297320 -2.111961 -0.6 -0.6 0.0 0.120
H -5.920295 4.865920 -1.457836 0.5 0.0 0.3 0.118
H -5.334483 3.248275 0.234768 0.2 -0.9 -0.3 0.127
H -8.225200 2.304589 -0.181478 0.1 -0.1 -0.2 0.082
H -7.359810 1.853072 1.265348 0.2 0.1 0.1 0.075
H -6.636913 1.414384 -0.280954 -0.6 -0.5 -0.1 0.080
H -7.190959 4.018106 1.790881 -0.3 0.5 0.2 0.063
H -7.275408 5.089264 0.528093 -0.5 0.4 0.7 0.061
C -8.267660 -2.076745 -6.948555 -0.2 -0.6 -0.9 -0.127
O -7.244077 -2.960470 -6.469561 -2.1 0.8 0.6 -0.188
C -7.709636 -3.894897 -5.449271 1.0 0.5 -0.5 -0.162
C -8.635900 -3.367506 -4.321091 1.5 0.1 1.8 -0.400
C -8.011872 -2.291845 -3.457771 1.9 1.8 -0.5 -0.104
N -8.948808 -4.424240 -3.320582 -1.4 -0.4 -1.4 0.022
H -8.590911 -1.270430 -6.290168 0.8 0.3 0.2 0.077
H -9.225109 -2.537737 -7.191146 -0.1 -0.9 0.2 0.081
H -7.965273 -1.742765 -7.941079 0.4 0.5 0.3 0.086
H -8.137746 -4.761321 -5.953359 -0.4 0.0 0.1 0.119
H -6.703718 -4.174841 -5.136423 -0.3 -0.5 1.0 0.123
H -9.475795 -2.815985 -4.743579 -0.7 -1.1 -0.2 0.120
H -7.129324 -2.619721 -2.908491 -0.3 -0.5 0.3 0.079
H -8.673917 -1.738637 -2.791622 -0.4 -0.6 0.1 0.077
H -7.555729 -1.480021 -4.024325 -0.1 0.2 -0.7 0.064
H -9.437972 -4.097972 -2.499390 0.3 0.0 -0.2 0.065
H -8.326702 -5.197280 -3.132223 0.2 0.5 -0.3 0.068
C -4.272621 -8.054014 -2.746337 -1.1 -0.3 2.3 -0.132
O -5.269192 -8.737903 -3.465507 1.2 -1.1 -2.4 -0.193
C -4.635146 -9.363598 -4.624131 -1.5 -0.9 0.0 -0.175
C -5.578920 -10.475352 -5.235959 2.4 0.0 -2.1 -0.405
C -4.800291 -11.533184 -6.071124 0.3 -0.4 2.1 -0.081
N -6.438928 -9.863478 -6.236855 -1.5 0.9 1.5 0.016
H -3.261761 -7.958784 -3.142807 -0.3 0.1 -0.5 0.089
H -4.256827 -8.663876 -1.843053 1.0 0.2 0.5 0.086
H -4.714903 -7.119817 -2.400269 0.4 0.4 -0.4 0.082
H -4.491855 -8.549896 -5.335076 0.2 -0.1 -0.4 0.120
H -3.667496 -9.835304 -4.453115 0.2 0.2 0.8 0.112
H -6.050326 -11.026295 -4.422128 -0.6 0.4 -0.1 0.139
H -4.233921 -12.073407 -5.312511 0.9 -0.1 -0.3 0.065
H -4.161751 -11.119502 -6.851657 -0.1 0.0 0.1 0.078
H -5.440536 -12.337576 -6.433266 -0.4 0.5 -0.4 0.074
H -6.718961 -9.076929 -5.668495 -1.4 0.7 -0.4 0.058
H -5.882760 -9.371523 -6.921507 0.5 -0.4 -0.3 0.066
C 9.300064 2.397262 0.557845 0.0 0.8 -0.2 -0.074
O 10.617548 2.945880 0.673883 -2.0 -1.0 3.2 -0.178
C 11.332133 3.265217 -0.410964 2.8 0.2 -1.4 -0.238
C 12.828738 3.474055 0.027603 -1.0 -0.7 1.6 -0.485
C 13.082285 4.719069 0.852138 -1.8 -0.2 0.0 -0.065
N 13.760493 3.503222 -1.030863 1.2 -0.2 -1.4 0.023
H 9.211983 1.508015 -0.066318 0.4 0.1 -0.5 0.084
H 8.628232 3.191205 0.231693 -0.2 -0.1 -0.5 0.085
H 8.864186 2.077981 1.504516 0.8 0.2 0.5 0.083
H 11.327306 2.412054 -1.089335 0.0 0.1 -0.7 0.122
H 11.063953 4.193195 -0.915972 -0.6 0.1 -0.3 0.129
H 13.107653 2.667069 0.705175 -0.6 -0.7 0.2 0.129
H 14.074252 4.768995 1.301161 0.0 0.1 -0.4 0.080
H 12.343848 4.646334 1.650585 0.1 0.5 0.3 0.075
H 12.803588 5.540263 0.191793 0.5 0.5 0.3 0.083
H 13.779709 2.644481 -1.562168 -0.4 -0.3 -0.3 0.072
H 14.614291 3.419090 -0.497893 0.8 0.5 -0.5 0.074
C -1.600591 -1.741080 -2.431231 0.3 1.1 2.3 -0.069
O -0.899361 -1.796562 -1.153385 0.9 -1.1 -0.4 -0.226
C 0.329101 -1.066955 -1.105463 -0.7 0.8 1.2 -0.169
C 0.865030 -1.041695 0.383080 1.0 -1.8 -1.2 -0.465
C -0.082538 -0.687551 1.401271 -2.4 0.9 2.1 -0.100
N 2.075803 -0.257448 0.617026 0.6 0.1 -1.6 0.030
H -0.961334 -1.784394 -3.313030 0.0 -0.4 0.1 0.084
H -2.054444 -0.753160 -2.352937 -0.4 0.1 -0.8 0.081
H -2.375340 -2.498574 -2.312649 0.2 0.0 -0.6 0.086
H 1.083366 -1.461501 -1.786300 0.0 -0.1 -0.1 0.117
H 0.045504 -0.052989 -1.387472 0.5 0.5 -0.2 0.117
H 1.086284 -2.073188 0.657256 0.2 -0.6 -0.6 0.130
H -0.657329 0.219847 1.215947 0.1 0.2 0.0 0.092
H 0.493762 -0.560971 2.317756 -0.2 0.3 0.2 0.079
H -0.804145 -1.462795 1.658929 -0.1 -0.1 -0.4 0.087
H 2.837376 -0.808130 0.247089 0.4 0.3 -0.2 0.066
H 2.300992 -0.136513 1.594141 -0.4 -0.1 0.1 0.061
C -0.337516 10.588291 5.486283 -1.0 -0.6 0.9 -0.096
O -1.354967 9.816815 4.835143 0.2 0.7 -0.3 -0.181
C -1.022617 9.479454 3.503182 1.3 -1.2 -0.2 -0.213
C -1.830273 8.261944 3.032900 -1.1 0.3 -0.6 -0.463
C -1.331898 6.952069 3.589834 0.7 1.0 1.2 -0.060
N -1.976946 8.170024 1.591303 0.1 0.5 -0.9 0.024
H -0.220934 11.608075 5.119462 0.3 -0.2 -0.6 0.087
H 0.572545 9.999166 5.599499 0.4 0.3 -0.6 0.088
H -0.676667 10.721241 6.513611 -0.3 -0.1 0.0 0.082
H -1.014868 10.292773 2.777543 -0.7 0.5 0.1 0.123
H 0.021249 9.166058 3.488047 0.5 -0.1 0.1 0.114
H -2.825020 8.442414 3.440330 -0.3 -0.1 0.5 0.132
H -1.483292 7.257651 4.625108 -0.1 -1.4 0.7 0.077
H -0.253565 6.816072 3.507345 0.1 0.2 -0.4 0.076
H -1.793021 6.019296 3.265193 -0.5 0.4 0.2 0.081
H -2.812532 7.633969 1.405458 0.1 -0.7 0.0 0.070
H -2.277852 9.058800 1.217639 0.3 0.6 -0.1 0.060
C 4.947045 6.216920 -5.520649 0.2 -0.2 -0.1 -0.142
O 3.902301 6.726779 -4.765606 -0.6 -0.3 1.5 -0.239
C 2.745391 5.836368 -4.620089 0.6 3.4 0.3 -0.106
C 1.792486 6.651393 -3.632139 1.3 -0.2 0.9 -0.413
C 2.514678 7.010251 -2.301187 1.0 1.0 -0.9 -0.073
N 0.712269 5.855132 -3.176836 -1.7 -1.6 -0.8 -0.006
H 5.191780 5.185315 -5.267674 -0.2 -0.3 0.0 0.082
H 5.848019 6.781888 -5.281573 -0.1 0.3 -0.3 0.089
H 4.687951 6.284920 -6.577224 0.3 -0.1 -0.3 0.084
H 2.469390 5.801467 -5.673989 -1.2 -0.9 0.3 0.120
H 3.028227 4.892109 -4.154833 0.0 -0.2 -0.2 0.120
H 1.321270 7.547767 -4.035339 0.7 0.1 -0.6 0.133
H 3.486102 7.461506 -2.503201 0.2 -0.1 0.3 0.065
H 2.584326 6.155043 -1.628974 0.3 -0.2 -0.3 0.077
H 1.942698 7.748832 -1.739553 -0.2 0.1 -0.2 0.073
H 1.094479 4.945915 -2.959252 -0.3 -0.3 0.4 0.065
H 0.368446 6.275822 -2.325432 -0.3 -0.3 0.1 0.069
C 5.570861 -4.723911 3.787674 0.7 1.1 -1.1 -0.088
O 6.577133 -5.244441 2.899109 -0.1 -0.3 0.9 -0.176
C 7.883938 -5.274293 3.416092 0.3 -0.1 0.6 -0.239
C 8.964273 -5.232243 2.335684 -0.5 1.5 0.4 -0.447
C 8.782905 -6.229046 1.204861 1.0 0.5 -0.3 -0.049
N 10.294568 -5.248452 2.950655 0.0 -1.1 -0.2 0.032
H 5.967032 -3.863192 4.326480 0.2 0.4 -0.1 0.076
H 5.127989 -5.308250 4.594214 0.2 -1.0 -0.5 0.083
H 4.856564 -4.367660 3.045409 -0.6 -0.1 0.6 0.088
H 8.071969 -4.464308 4.120838 -0.2 0.9 -0.2 0.109
H 8.066936 -6.093467 4.111486 -0.2 -1.0 -0.3 0.121
H 8.972261 -4.218333 1.935639 -0.7 0.1 -0.4 0.133
H 9.306762 -5.812507 0.344537 0.4 -0.2 0.0 0.073
H 7.774062 -6.363827 0.814774 -0.1 -0.2 0.8 0.078
H 9.313129 -7.137225 1.491514 -0.4 -0.4 -0.2 0.077
H 10.365182 -6.090025 3.504614 0.3 -0.3 0.1 0.063
H 10.415316 -4.491295 3.608102 -0.1 0.3 -0.1 0.067
```
Positions in Å, forces in eV/Å.

The calculation puts the energy above the lowest of the compared OMol25 structures with the same formula, charge and spin at 8.664 eV. Its SMILES is COC[C@H](C)N.COC[C@H](C)N.COC[C@H](C)N.COC[C@H](C)N.COC[C@H](C)N.COC[C@H](C)N.COC[C@H](C)N.COC[C@H](C)N.COC[C@H](C)N. The net charge is 0. The orbital gap is 9.11 eV. The calculation puts the HOMO energy at -8.8 eV. For the total energy, the calculation gives -2600.51605 Ha.